82
Properties=species:S:1:pos:R:3:forces:R:3:mulliken_charge:R:1 method="wB97M-V/def2-TZVPD" total_energy_ha=-1619.282448 gap_ev=8.1999 homo_energy_ev=-14.448 largest_force_ev_per_a=2.4 relative_energy_kcal_mol=0.0 total_charge=+2
N -1.969718 -0.542724 0.203336 0.227 -0.221 0.079 -0.829
C -2.737758 -1.495845 0.226110 -0.657 -0.819 0.305 0.866
O -3.485377 -2.406560 0.276252 1.357 1.771 -0.185 -0.479
Cs -1.761114 3.359672 0.936276 -1.061 0.795 0.776 1.278
Nb -0.002072 -0.022069 0.173652 -1.144 -1.197 -0.624 0.041
N -0.069240 1.886168 -0.642474 0.827 -1.773 -0.186 0.303
N 0.470474 -1.526847 -1.064303 0.770 1.797 1.343 0.852
C -0.554062 2.343163 -2.004063 0.267 -0.192 0.583 1.042
C 0.019654 -2.565534 -2.008573 -0.317 -0.474 -0.082 0.673
C -0.195453 3.831975 -2.170077 0.013 0.147 -0.406 -1.389
C 0.160409 1.519266 -3.084479 -0.089 -0.016 -0.324 -1.628
C -2.081271 2.132081 -2.068497 -0.314 0.007 -0.347 -1.694
C -0.367076 -3.818426 -1.219867 -0.057 -0.079 0.083 -1.356
C 1.127734 -2.935282 -2.998051 0.099 0.091 -0.116 -1.702
C -1.196046 -2.074028 -2.787612 -0.071 -0.030 -0.240 -1.355
H -0.413133 4.464783 -1.290397 0.017 -0.300 -0.334 0.275
H -0.756851 4.254396 -3.015789 0.187 -0.113 0.213 0.417
H 0.872164 3.948126 -2.399455 -0.294 0.075 0.080 0.354
H 1.241464 1.714374 -3.076420 -0.242 -0.020 -0.067 0.327
H -0.229149 1.780764 -4.083497 0.237 -0.055 0.361 0.579
H 0.019220 0.436811 -2.935271 -0.052 0.493 0.014 0.242
H -2.441076 1.285888 -1.451005 0.268 0.412 -0.269 0.239
H -2.369507 1.904928 -3.107233 0.054 0.118 0.370 0.384
H -2.642174 3.052618 -1.809134 0.221 -0.460 -0.066 0.449
H 0.485861 -4.179034 -0.632349 -0.197 -0.074 -0.093 0.336
H -0.675019 -4.602928 -1.925520 0.128 0.134 0.299 0.467
H -1.207465 -3.614364 -0.545474 0.168 -0.089 -0.108 0.183
H 1.966353 -3.435374 -2.498345 -0.131 0.110 -0.158 0.412
H 1.494086 -2.049075 -3.532706 -0.021 -0.184 0.064 0.337
H 0.719054 -3.635389 -3.739837 0.144 0.217 0.224 0.450
H -1.502179 -2.876543 -3.475946 -0.002 0.327 0.220 0.495
H -0.952295 -1.189752 -3.390422 -0.143 -0.258 0.118 0.379
H -2.044395 -1.848791 -2.132671 0.174 -0.021 -0.197 0.213
C 1.309378 2.291999 -0.291404 -0.118 0.261 -0.266 -0.517
H 1.776486 1.497730 0.338812 0.224 0.512 -0.118 -0.285
H 1.945581 2.430978 -1.184865 -0.212 -0.161 0.496 0.533
H 1.326437 3.232272 0.302557 0.204 -0.451 -0.231 0.522
C 1.874894 -1.608873 -0.598208 -0.106 -0.585 -0.606 -0.578
H 2.090128 -0.805772 0.149373 0.141 -0.181 -0.078 0.002
H 2.100393 -2.578037 -0.119946 -0.051 0.414 0.042 0.392
H 2.588709 -1.454665 -1.424100 -0.244 0.141 0.334 0.415
C 0.570390 2.737530 3.306592 0.015 0.395 -0.161 -0.818
C 1.374456 1.685767 4.085263 -0.137 -0.237 0.208 1.886
C 2.847469 1.853801 3.666037 0.205 0.314 0.018 -1.860
C 1.222988 1.946252 5.597058 0.147 0.273 0.206 -1.871
P 0.759340 -0.028673 3.612974 -0.076 -0.223 -1.245 0.056
N 0.498201 -0.019672 1.973030 -0.236 0.171 -0.240 0.860
C 2.037506 -1.336757 4.012895 0.111 0.057 0.333 1.925
C 2.644429 -1.104255 5.413728 0.100 -0.187 0.142 -1.757
C 1.423013 -2.747853 3.972683 0.094 -0.210 0.003 -1.899
C 3.174469 -1.319936 2.976252 0.137 0.009 -0.185 -1.482
C -0.905706 -0.419158 4.380890 0.182 -0.144 0.143 1.880
C -1.555531 -1.607289 3.645336 -0.164 -0.186 -0.091 -1.743
C -0.745587 -0.780892 5.872201 -0.275 0.081 0.222 -1.731
C -1.862028 0.774534 4.229695 -0.394 0.165 0.113 -1.621
H 0.995394 3.732643 3.512126 -0.014 -0.281 0.049 0.365
H -0.490322 2.791713 3.591135 0.429 -0.173 -0.085 0.367
H 0.681722 2.565936 2.225200 -0.104 -0.024 0.426 -0.669
H 3.127389 2.907323 3.830546 -0.122 -0.299 -0.030 0.592
H 3.548701 1.252823 4.258018 -0.295 0.199 -0.269 0.344
H 2.999054 1.647594 2.597068 -0.038 -0.007 0.260 0.219
H 0.174922 1.988695 5.921803 0.336 -0.025 -0.141 0.349
H 1.758542 1.217460 6.220434 -0.222 0.246 -0.243 0.302
H 1.662251 2.933571 5.811544 -0.110 -0.264 -0.057 0.533
H 1.888574 -1.114984 6.209686 0.268 0.029 -0.209 0.303
H 3.338908 -1.935914 5.611393 -0.202 0.246 -0.032 0.532
H 3.225774 -0.177007 5.478521 -0.192 -0.342 0.037 0.327
H 0.963992 -2.965588 2.998966 0.046 0.037 0.246 0.306
H 2.244777 -3.468126 4.114607 -0.232 0.245 -0.054 0.595
H 0.703055 -2.929076 4.779829 0.236 0.027 -0.329 0.329
H 2.802489 -1.532646 1.965944 0.100 0.038 0.326 -0.043
H 3.738759 -0.383284 2.960145 -0.141 -0.269 -0.036 0.294
H 3.880397 -2.121571 3.245875 -0.231 0.244 -0.083 0.575
H -1.019920 -2.549050 3.785532 -0.196 0.278 -0.049 0.316
H -2.568565 -1.743644 4.054721 0.299 0.055 -0.064 0.594
H -1.658361 -1.418383 2.572005 0.069 0.000 0.277 -0.028
H -0.292755 0.025699 6.461951 -0.133 -0.293 -0.149 0.318
H -1.754101 -0.954321 6.279691 0.288 0.028 -0.092 0.533
H -0.171086 -1.702090 6.029338 -0.223 0.328 -0.069 0.295
H -1.608458 1.630123 4.868231 0.004 -0.241 -0.215 0.254
H -1.960581 1.099403 3.181198 0.140 -0.134 0.258 -0.005
H -2.869009 0.451424 4.538479 0.331 0.007 -0.043 0.637

12
Properties=species:S:1:pos:R:3:forces:R:3:nbo_charge:R:1 method="wB97M-V/def2-TZVPD" total_energy_ha=-662.653958 gap_ev=8.7218 homo_energy_ev=-8.512 smiles="NCC(=S)NO" largest_force_ev_per_a=4.6 relative_energy_kcal_mol=70.9
N -1.612876 -1.180930 -0.391897 0.507 0.084 1.347 -0.812
C -0.429232 -0.986819 0.562698 -1.862 -4.080 0.777 -0.304
C 0.427335 0.081380 0.104886 -0.028 1.972 0.222 0.024
S 2.040189 -0.096337 -0.133715 0.132 0.201 -0.192 -0.136
N -0.260588 1.247304 0.106737 0.541 1.431 -1.303 -0.287
O -1.694429 1.267294 0.000849 1.882 -1.341 -0.723 -0.584
H -2.318238 -1.873225 -0.130095 0.355 0.501 0.611 0.395
H -1.246462 -1.528952 -1.209046 1.032 -0.940 -2.603 0.370
H 0.158528 -1.975485 0.794472 -1.191 1.995 -0.534 0.230
H -0.978557 -0.629524 1.427473 0.465 -0.085 0.662 0.234
H 0.216122 2.104805 -0.285188 -0.927 -1.398 0.580 0.399
H -1.793346 0.273446 -0.474347 -0.906 1.659 1.156 0.471

86
Properties=species:S:1:pos:R:3:forces:R:3:mulliken_charge:R:1 method="wB97M-V/def2-TZVPD" total_energy_ha=-2842.036556 gap_ev=6.8396 homo_energy_ev=-10.188 largest_force_ev_per_a=4.2 relative_energy_kcal_mol=33.7 total_charge=+1
In 0.354544 -0.091760 -0.972422 0.230 0.271 0.343 2.003
N -3.968880 0.689868 -0.898491 -0.779 0.378 1.362 0.274
C -3.902045 1.215501 0.402223 1.678 -1.018 -1.122 0.377
C -4.807339 1.839019 1.209063 -1.111 1.087 0.836 -1.283
C -4.378217 2.248024 2.463700 1.280 -0.184 0.054 -0.506
C -3.040043 2.107494 2.910745 -1.513 -0.929 -2.432 -1.374
C -2.192611 1.457737 2.026382 3.765 0.021 1.923 0.645
C -2.548663 0.967078 0.797198 -2.209 0.598 -0.500 -0.476
N -1.873124 0.329814 -0.233545 -0.833 -0.094 0.170 0.589
C -2.783746 0.154156 -1.173597 1.588 0.232 -0.637 -0.760
C -2.381907 -0.440013 -2.454730 2.160 0.501 1.309 -0.746
C -3.079391 -0.820830 -3.497274 -0.725 -1.192 -2.214 0.187
S -2.068693 -1.493933 -4.723881 -0.233 -0.189 0.066 -0.181
C -0.699768 -1.274797 -3.750263 -0.002 0.796 0.077 -0.291
N -1.005200 -0.647047 -2.627771 0.069 -0.952 -0.514 0.588
H -4.710950 0.888134 -1.532760 -0.307 -0.140 -0.469 0.352
H -5.825449 2.157454 0.945118 0.489 -0.627 -0.264 0.415
H -5.072860 2.709007 3.106433 -0.804 0.576 0.604 0.470
H -2.713262 2.474183 3.850092 0.245 0.198 0.617 0.620
H -1.103988 1.351791 2.344163 -1.431 0.052 -0.449 0.231
H -4.122465 -0.910356 -3.652521 -0.828 0.296 0.057 0.543
H 0.315604 -1.566521 -4.131237 -1.013 0.482 0.903 0.228
C 4.057294 1.363112 -3.443900 1.210 0.211 -0.969 -1.161
N 4.319645 -0.009061 -2.983261 -0.611 0.739 0.985 0.141
C 5.471314 -0.737572 -3.485689 0.402 -0.575 -0.159 -1.154
C 3.327315 -0.586451 -2.230684 1.745 -0.617 -0.694 0.343
N 2.126660 -0.164333 -2.230233 -0.529 0.025 -0.136 -0.142
N 3.736551 -1.687416 -1.456280 -0.068 2.128 -0.613 -0.066
C 3.035294 -2.841919 -1.415513 -1.806 -1.655 0.189 0.378
N 3.207620 -3.647102 -0.320326 1.665 -0.574 1.189 -0.428
N 2.141955 -3.137504 -2.270352 0.024 0.377 -1.055 -0.584
H 4.915074 1.852984 -3.943222 0.314 -0.624 0.954 0.382
H 3.683156 2.031858 -2.680229 -0.139 -0.175 0.298 0.315
H 3.414782 1.375510 -4.291867 -1.319 -0.200 -0.459 0.468
H 6.427030 -0.640857 -2.875684 -1.146 0.258 -0.885 0.252
H 5.585857 -0.479145 -4.556011 0.424 0.166 0.691 0.429
H 5.202600 -1.794845 -3.522499 0.142 -0.023 0.193 0.402
H 1.935894 0.453779 -3.021030 -0.212 0.422 0.227 0.002
H 4.629728 -1.571423 -1.036290 0.527 -0.358 0.360 0.288
H 4.023883 -3.469560 0.269305 -0.425 -0.021 -0.245 0.199
H 3.132795 -4.642834 -0.520752 -0.122 0.442 0.106 0.258
H 1.717362 -4.022989 -2.014550 -0.158 0.103 -0.012 0.209
O 0.835713 1.541111 -4.173061 0.648 -0.486 -0.263 -0.410
N -0.248117 2.076148 -3.968606 -0.868 0.409 -0.537 -1.031
N -0.555024 2.237450 -2.727243 0.533 -0.642 0.564 1.127
O 0.298941 1.904188 -1.769707 0.287 0.150 0.428 -0.675
C -1.740350 2.867746 -2.341422 -1.090 1.769 0.559 0.678
C -2.832891 2.947115 -3.266056 1.683 -0.922 -0.624 -0.263
C -3.922969 3.670073 -2.896704 -0.338 1.102 1.528 -0.753
C -3.951853 4.430414 -1.699498 -0.054 -0.705 -0.542 -0.647
C -2.916949 4.353403 -0.793105 1.338 -0.550 0.287 -0.495
C -1.777065 3.542555 -1.070595 -1.686 -0.399 -1.549 -0.419
H -2.751434 2.479528 -4.302401 -0.093 0.523 1.735 0.434
H -4.819361 3.708265 -3.463482 -0.421 0.007 -0.874 0.472
H -4.835279 5.023847 -1.525930 -0.018 0.136 0.242 0.424
H -2.899081 4.897207 0.166997 -0.298 -0.272 -0.654 0.407
H -1.043605 3.390756 -0.289961 0.262 0.058 -0.412 0.328
N 1.093794 -2.847060 9.026218 0.061 0.099 -0.967 -0.481
C 1.025412 -2.699851 7.881522 -0.480 -0.175 0.076 -0.215
C 0.873204 -2.459659 6.443186 0.510 -0.083 0.630 0.649
C 1.953954 -2.779052 5.585970 0.008 -0.119 0.192 -0.645
C 1.923564 -2.364289 4.284890 -0.700 1.573 -0.915 -0.169
C 0.792943 -1.614948 3.799720 1.586 -1.320 -1.071 -0.864
C -0.293789 -1.392714 4.585199 0.114 -0.535 1.881 0.188
C -0.245572 -1.807969 5.954418 0.048 0.301 -1.701 -0.813
C 0.767938 -1.197621 2.343716 -0.994 1.465 0.334 1.508
C 0.077121 -2.082927 1.447748 1.774 -0.301 -0.282 -0.161
C -0.328295 -3.419576 1.745501 -0.910 -0.002 1.923 -0.538
C -0.891354 -3.948143 0.602523 1.175 0.415 0.522 -1.568
C -0.663838 -3.016429 -0.414528 -0.485 -0.238 -0.755 -0.503
N -0.055429 -1.928270 0.044405 -0.133 0.108 0.827 0.719
C 1.162438 0.168151 2.153355 -0.134 -0.570 -1.502 -0.755
C 1.544201 1.213564 3.071645 -0.286 -0.364 -0.380 -0.270
C 1.644704 2.375102 2.336999 0.086 0.930 -0.030 -1.576
C 1.374191 2.055347 0.973891 0.851 -0.219 0.587 -0.150
N 1.115753 0.768902 0.846778 -0.167 -0.777 1.184 0.100
H 2.820212 -3.354072 5.914172 -0.304 0.311 0.310 0.437
H 2.809542 -2.414717 3.636532 -0.525 -0.429 0.282 0.397
H -1.165532 -0.889231 4.203508 -0.172 0.077 -0.063 0.597
H -1.129298 -1.610039 6.522208 -0.078 0.046 0.702 0.482
H -0.367517 -3.901374 2.777544 0.263 0.835 -1.650 0.371
H -1.233931 -4.937299 0.515514 -0.661 -0.887 -0.269 0.589
H -1.010465 -3.155591 -1.460892 0.612 0.417 0.779 0.383
H 1.697670 1.132089 4.142918 -0.105 -0.164 -0.249 0.589
H 1.868217 3.397882 2.698244 -0.092 -0.981 -0.193 0.395
H 1.516125 2.651751 0.080310 -0.381 0.201 0.223 0.689